Computed, not measured: one molecule with the formula C20H20N2O3, with ωB97M-V with the def2-TZVPD basis set.

E ... -1109.333976 hartree
Charge ... 0
ΔE to the lowest compared entry with this formula, charge and spin ... 3.0128 eV
Multiplicity ... 1

Atoms and positions in Å:
C: -5.8573 -3.6152 0.3383
C: -5.1272 -2.3162 0.3070
C: -3.9429 -2.1403 -0.2738
C: -3.1735 -0.9074 -0.3437
C: -1.9529 -0.9029 -1.0147
C: -1.1957 0.2477 -1.1048
C: -1.6162 1.4426 -0.5334
O: -0.8999 2.6160 -0.6266
C: 0.3457 2.5936 -1.2754
C: 1.3857 1.7507 -0.5801
C: 1.3845 1.5868 0.7781
C: 2.3646 0.7870 1.4237
O: 2.4823 0.5600 2.6106
N: 3.3109 0.2030 0.5057
C: 4.2852 -0.5912 1.0250
C: 5.2285 -1.1907 0.2514
C: 6.2908 -2.0634 0.8371
C: 5.1762 -0.9631 -1.1482
C: 4.2074 -0.1725 -1.6771
C: 3.2301 0.4403 -0.8476
N: 2.2985 1.1889 -1.3876
C: -2.8389 1.4557 0.1629
O: -3.4239 2.5234 0.7822
C: -2.6991 3.7013 1.0511
C: -3.5863 0.2876 0.2377
H: -5.2963 -4.3945 -0.1719
H: -6.0316 -3.9246 1.3692
H: -6.8315 -3.5119 -0.1403
H: -5.6296 -1.4955 0.7989
H: -3.4740 -2.9892 -0.7583
H: -1.5882 -1.8090 -1.4758
H: -0.2585 0.2075 -1.6368
H: 0.2578 2.2677 -2.3197
H: 0.6758 3.6386 -1.2716
H: 0.6371 2.0519 1.3993
H: 4.2363 -0.6977 2.1002
H: 7.2769 -1.6656 0.6018
H: 6.1870 -2.1288 1.9161
H: 6.2276 -3.0660 0.4164
H: 5.9160 -1.4273 -1.7829
H: 4.1318 0.0251 -2.7333
H: -2.4455 4.2431 0.1378
H: -1.7854 3.4939 1.6131
H: -3.3657 4.3107 1.6620
H: -4.5165 0.3502 0.7781

Quick look at the Mulliken charges, all values in e: -1.31, -0.11, -0.35, 1.17, -1.36, -0.51, 1.23, -0.36, -0.70, 0.61, -0.50, 0.10, -0.67, 0.14, -0.50, 0.81, -1.48, -0.43, -0.67, 0.44, -0.58, 0.15, -0.51, -0.72, -0.77, 0.33, 0.30, 0.30, 0.30, 0.23, 0.32, 0.36, 0.37, 0.33, 0.50, 0.42, 0.34, 0.36, 0.34, 0.44, 0.49, 0.22, 0.27, 0.32, 0.37

---

Computed, not measured: a 2-piece molecular cluster, C15H25BBrCl2N2O3 overall in a non-equilibrium geometry, with ωB97M-V with the def2-TZVPD basis set.

E ... -4441.119447 hartree
Charge ... -1
Multiplicity ... 1

Atoms and positions in Å:
C: -5.0470 0.6844 -2.8395
C: -3.8994 0.1611 -1.8912
O: -2.6963 -0.0597 -2.6249
C: -1.5640 0.5418 -2.0117
C: -1.0583 -0.1791 -0.7020
Br: -1.5426 1.1706 0.7478
O: 0.3142 -0.2925 -0.5011
B: 0.6220 -1.5398 0.2472
C: 1.7084 -1.1294 1.4253
C: 1.0669 -1.0296 2.8577
C: 0.7212 -2.4295 3.4735
Cl: 0.6484 -2.4220 5.3003
N: 1.0934 -2.7928 -0.5208
C: 1.8449 -2.5617 -1.5314
C: 1.3845 -2.0332 -2.9269
C: 3.3915 -2.8960 -1.3678
O: -0.7467 -1.9392 0.7345
C: -1.6711 -1.5801 -0.2557
Cl: -1.9428 -2.8672 -1.5228
H: -6.0083 0.4069 -2.3356
H: -5.0345 0.2049 -3.8405
H: -4.9714 1.7983 -2.9218
H: -3.7903 0.8283 -1.0071
H: -4.2285 -0.8424 -1.5052
H: -1.7745 1.6171 -1.8110
H: -0.7332 0.4853 -2.7628
H: 2.5164 -1.9088 1.4768
H: 2.2196 -0.1557 1.2194
H: 0.1544 -0.3786 2.8177
H: 1.7859 -0.5276 3.5600
H: 1.4814 -3.1533 3.0934
H: -0.2702 -2.7895 3.1081
H: 0.4432 -1.4564 -2.7906
H: 1.2030 -2.8861 -3.6233
H: 2.1614 -1.3275 -3.3101
H: 3.8500 -2.3153 -0.5435
H: 3.9086 -2.7569 -2.3540
H: 3.4233 -4.0002 -1.1711
H: -2.6692 -1.4886 0.2223
N: 1.1892 3.3819 1.3286
C: 1.8441 4.4439 0.7708
C: 1.8563 5.4646 1.6892
C: 1.1869 4.9951 2.8471
C: 0.7896 3.7053 2.5937
H: 1.0257 2.4956 0.8771
H: 2.2428 4.3836 -0.2287
H: 2.2979 6.4383 1.5447
H: 1.0157 5.5391 3.7628
H: 0.2575 2.9929 3.2031

Quick look at the Mulliken charges, all values in e: -1.23, 0.04, -0.38, -1.01, 0.71, -0.27, -0.39, 0.40, -0.83, -0.39, -0.36, -0.27, -0.59, 0.66, -0.83, -1.22, -0.53, 0.06, -0.20, 0.36, 0.30, 0.27, 0.21, 0.20, 0.54, 0.29, 0.27, 0.26, 0.09, 0.45, 0.26, 0.24, -0.08, 0.29, 0.36, 0.25, 0.37, 0.27, 0.44, 0.15, -0.51, -0.47, -0.56, -0.34, 0.24, 0.38, 0.37, 0.39, 0.36

---

Computed, not measured: a 2-piece molecular cluster, C3H4BrNS overall in a non-equilibrium geometry, with ωB97M-V with the def2-TZVPD basis set.

E ... -3143.642556 hartree
Charge ... 0
ΔE to the lowest compared entry with this formula, charge and spin ... 0.2565 eV
Multiplicity ... 1

Atoms and positions in Å:
C: -1.0138 -0.3017 -0.0245
C: 0.3778 -0.4047 -0.0521
N: 1.0101 0.7069 0.0716
S: 0.0553 2.0133 0.1096
C: -1.3428 1.0505 0.0167
H: -1.6398 -1.0702 -0.1169
H: 1.0622 -1.3365 -0.1736
H: -2.3814 1.3169 -0.0591
Br: 4.2796 0.7605 -0.1045
H: 2.9218 0.3606 0.3493

Quick look at the Mulliken charges, all values in e: -0.66, 0.08, -0.29, 0.04, -0.27, 0.45, 0.29, 0.36, -0.31, 0.31

---

| no. | frontier orbital gap (Ha) |
| --- | --- |
| 1 | 0.2819 |
| 2 | 0.2496 |
| 3 | 0.3920 |